C20H29GeN2NiS2 as an isolated structure. Source: OMol25; level of theory: the ωB97M-V functional and the def2-TZVPD basis.

CARTESIAN COORDINATES (ANGSTROEM)
Ni  -0.69  0.02  0.01
C  -1.20  -0.40  -2.97
N  -0.25  -0.89  -1.95
C  1.10  -0.36  -2.21
C  1.96  -0.52  -0.96
N  1.47  0.36  0.13
C  1.98  -0.10  1.43
C  1.88  1.73  -0.12
C  3.20  2.12  0.04
C  3.61  3.42  -0.19
C  2.66  4.36  -0.59
C  1.35  3.99  -0.76
C  0.92  2.67  -0.54
S  -0.74  2.25  -0.80
C  -0.23  -2.34  -1.96
C  -0.02  -3.05  -3.14
C  -0.04  -4.44  -3.16
C  -0.30  -5.13  -1.98
C  -0.50  -4.44  -0.80
C  -0.44  -3.03  -0.75
S  -0.59  -2.22  0.77
H  -0.85  -0.61  -3.99
H  -1.32  0.67  -2.86
H  -2.16  -0.89  -2.81
H  1.02  0.69  -2.46
H  1.58  -0.88  -3.05
H  3.00  -0.30  -1.20
H  1.90  -1.55  -0.61
H  3.07  -0.23  1.43
H  1.52  -1.06  1.66
H  1.70  0.62  2.20
H  3.94  1.39  0.36
H  4.65  3.70  -0.05
H  2.96  5.39  -0.76
H  0.60  4.72  -1.07
H  0.17  -2.52  -4.06
H  0.13  -4.97  -4.09
H  -0.36  -6.21  -2.00
H  -0.70  -4.97  0.12
C  -3.81  1.24  3.45
Ge  -2.17  0.73  2.39
C  -1.03  2.32  2.65
C  -1.43  -0.69  3.57
C  -2.59  0.17  0.56
H  -3.51  1.43  4.48
H  -4.55  0.44  3.45
H  -4.28  2.15  3.05
H  -0.70  2.37  3.69
H  -1.59  3.23  2.43
H  -0.15  2.32  2.01
H  -1.38  -0.31  4.59
H  -0.43  -1.00  3.26
H  -2.07  -1.56  3.55
H  -3.15  0.94  0.04
H  -3.15  -0.77  0.58

Results
**Charge**: -1
**Energy relative to the best compared isomer or geometry (same formula, charge and spin)**: 12.30 kcal per mole
**HOMO energy (alpha / beta)**: -3.88 / -3.87 eV
**Gap between HOMO and LUMO (alpha / beta)**: 6.789 / 6.780 eV
**2S+1**: 1